# 1
Below is a cluster of 3 separate species, C55H68NO7S in total, with properties calculated with ωB97M-V with the def2-TZVPD basis set.

Calculated values
Charge: +1
LUMO in eV: -2.912

Atoms and positions in Å:
1 S 0.4489 1.1077 0.0713
2 C -8.0196 -2.1763 3.5830
3 C -7.3430 -0.8205 1.5926
4 O 0.3772 5.8928 -2.8123
5 H 7.7664 -9.5279 -3.6629
6 O 0.2512 2.4590 -4.4953
7 C -8.6859 -1.0221 0.9945
8 H 2.4599 5.1472 2.9639
9 H 5.0701 0.4645 0.6704
10 H -8.2368 0.1437 -0.7566
11 H 1.7696 7.4581 2.0045
12 H -12.1325 -1.6317 -0.6448
13 C 0.8952 5.5286 1.3807
14 C 4.3433 -0.1017 1.3165
15 C -6.4593 -2.6033 5.3654
16 C 0.9604 3.4545 2.8378
17 H 3.3294 2.1093 -2.9957
18 H 4.0453 3.1354 3.3315
19 H -1.3429 -0.3819 3.5330
20 C -2.6841 -0.1643 -0.0593
21 H -10.4397 -0.2391 -1.7972
22 C -7.7281 -2.7421 4.8213
23 C 1.4748 6.9603 1.0486
24 C 5.2422 -7.6190 -2.4534
25 H -2.3647 5.6295 -3.3810
26 H 1.9863 8.8815 -0.8363
27 C 3.4490 -1.1164 0.5042
28 C 2.5958 7.9846 -1.1195
29 C 2.5475 3.0034 4.9259
30 H 2.1370 7.5851 -2.0606
31 C 6.3741 -8.4293 -2.4590
32 C -10.8899 -2.0028 1.0622
33 C 2.6934 6.9056 0.0324
34 H 3.4775 -6.0218 0.9643
35 H -3.6761 -0.6804 -0.1425
36 C -9.6505 -1.7839 1.6565
37 H -1.7736 1.9618 -4.4982
38 C 3.3475 0.8913 2.0968
39 C 4.6981 -7.1326 -1.1628
40 H -0.1420 3.4130 2.6093
41 O -1.4295 3.9765 -4.2747
42 H -0.2572 2.2601 -0.2355
43 C -0.6183 5.1086 -2.1689
44 H 4.6467 -7.5136 -5.7967
45 C -11.1696 -1.4541 -0.1810
46 H 1.5775 -4.4480 0.9563
47 C 3.5315 -6.2134 -1.1783
48 N 3.3835 0.8025 -1.2265
49 C 6.8813 -8.9033 -3.6602
50 H -0.2304 5.5421 1.3458
51 H 3.6799 -1.2320 -1.6576
52 C 5.1288 -7.7669 -4.8606
53 H -2.7385 0.8988 -0.3998
54 H 2.3224 0.4682 1.9750
55 H 0.9630 1.6459 4.0842
56 H 6.6454 -8.9583 -5.7962
57 H 3.0887 0.3612 -3.2590
58 H 4.6584 2.4112 4.8872
59 H 3.6487 8.3063 -1.3489
60 C 6.2531 -8.5796 -4.8600
61 C 1.8770 -4.9400 -2.3863
62 H 1.2036 5.4056 -2.9063
63 H 0.7585 5.5108 3.5657
64 O 2.9083 -6.0736 -4.7206
65 H -1.1162 2.5417 -2.8462
66 H -0.1705 4.2109 -1.6446
67 C 1.3906 -4.4392 -1.1873
68 C 0.8264 1.2034 -4.0915
69 H -2.5416 4.0970 -2.4768
70 C 1.3652 4.9726 2.7963
71 H -6.2332 -3.0478 6.3274
72 C -10.2164 -0.6745 -0.8304
73 O -6.5013 -0.1532 1.0168
74 H 4.4103 0.8504 -1.2999
75 H 2.7206 4.1084 5.0369
76 H 1.7606 1.1204 -4.7159
77 H 1.1252 -1.6274 -0.4802
78 H 1.4260 -4.6319 -3.3224
79 C 1.1617 2.7411 4.2265
80 C 3.4493 -6.3732 -3.6737
81 H 0.3679 3.1070 4.9352
82 C 3.0523 -0.6238 -0.9492
83 H -4.4832 -1.7992 5.0962
84 C -5.4765 -1.8991 4.6746
85 H 3.3662 1.9157 1.6400
86 H -0.7094 -1.0016 -2.8082
87 H -1.0606 5.7335 -1.3451
88 H 0.1996 0.3207 -4.3637
89 C 4.6262 -7.2748 -3.6590
90 C 2.9458 -5.8327 -2.3852
91 O -10.2267 -2.9785 3.5940
92 H 3.6292 7.1103 0.6051
93 H -1.5226 0.5323 -2.3286
94 H 2.4602 2.5981 5.9723
95 H 2.7206 0.4778 4.1731
96 C -1.8114 4.6929 -3.1028
97 H -4.9997 -0.7717 2.9159
98 C 3.7967 2.4204 4.1617
99 C -9.3688 -2.3609 2.9942
100 H 0.5615 -3.7411 -1.1909
101 H 2.7494 5.8845 -0.4238
102 H 0.6442 7.5589 0.5971
103 O 5.1995 -7.4737 -0.1098
104 C -7.0405 -1.4539 2.8997
105 H 1.5562 -1.6598 -2.2144
106 C -8.9772 -0.4591 -0.2454
107 C -2.3544 -0.1128 1.4670
108 C 1.5489 -1.0041 -1.2986
109 C 2.8423 1.2058 -2.5537
110 C 1.2533 1.2973 -2.5754
111 H 4.9323 -0.6394 2.0939
112 C 1.9632 -4.8345 0.0194
113 H 1.4693 2.9160 1.9969
114 H 6.8629 -8.6879 -1.5278
115 C 0.6141 0.2329 -1.5874
116 H 4.0592 -2.0570 0.3831
117 H -0.9137 -1.4659 -0.0321
118 C -1.9349 -0.2175 2.6161
119 C -1.5906 -1.0335 -0.8039
120 H -8.4884 -3.2946 5.3596
121 H 4.4975 0.3112 3.9633
122 H -2.1411 -1.8847 -1.2909
123 C 3.6178 0.9297 3.6674
124 C -5.7676 -1.3217 3.4473
125 C -1.0535 2.6292 -3.9603
126 H 2.5466 -1.4437 1.0879
127 C 3.0314 -5.7196 0.0245
128 H -11.6363 -2.6044 1.5663
129 C -0.8306 -0.2622 -1.9655
130 H 1.2277 4.7995 0.5851
131 H 0.9995 2.3280 -2.2091
132 H 3.1205 1.4646 -0.4820

# 2
Below is the molecule C2H6N4O2, with properties calculated with ωB97M-V with the def2-TZVPD basis set.

Calculated values
SMILES: NC(=O)ON=C(N)N
LUMO in eV: 0.937
Relative energy (zero: lowest compared OMol25 entry of this formula, charge and spin) in kcal/mol: 8.89

Atoms and positions in Å:
1 H 2.2208 -1.9020 -0.4074
2 H 2.0053 0.9390 1.6266
3 O -1.7273 0.3621 1.1181
4 C -1.7492 0.2772 -0.0841
5 N 1.4707 0.9850 0.7737
6 N 2.2904 -1.1405 0.2500
7 H -3.7544 -0.0503 -0.3832
8 H -2.7840 -0.0120 -1.8263
9 N 0.3754 -0.4774 -0.7336
10 O -0.6715 0.4941 -0.8950
11 N -2.8494 0.0090 -0.8233
12 H 3.2262 -0.8295 0.4539
13 C 1.3237 -0.1824 0.0775
14 H 0.6232 1.5276 0.8530

# 3
Below is the molecule C14H22N2OS, with properties calculated with ωB97M-V with the def2-TZVPD basis set.

Calculated values
SMILES: O=C(N[C@H]1[C@@H]2C[C@H]3C[C@@H](C2)C[C@@H]1C3)[C@@H]1NCCS1
LUMO in eV: 0.667
Relative energy (zero: lowest compared OMol25 entry of this formula, charge and spin) in kcal/mol: 55.60

Atoms and positions in Å:
1 H -2.7115 -1.8024 -2.0872
2 C -2.9761 -0.1743 -0.6280
3 H 4.3691 0.8648 1.5872
4 C -0.0501 -0.1311 -0.9523
5 N -0.7828 -0.3430 1.3983
6 H -2.5176 1.5411 0.7196
7 H -0.8338 -2.0475 -0.4878
8 H 4.6845 -1.2800 3.8124
9 H -0.1172 1.4549 0.4444
10 S 2.3515 0.9434 2.6697
11 C -0.6950 0.5585 0.2595
12 C 0.1264 0.7215 -2.2003
13 N 2.7472 -1.4924 2.8214
14 C -1.9238 2.0531 -1.3790
15 C -2.2096 -0.8656 -1.7728
16 C 4.0799 0.4821 2.5832
17 C -2.0769 1.0285 -0.1280
18 H 4.6442 1.1548 3.2872
19 H 0.9633 -0.4771 -0.7550
20 C 4.1355 -1.0332 2.8615
21 H -1.4955 2.9855 -1.0032
22 C -1.1355 1.3677 -2.5087
23 C 0.2573 -1.0054 2.1322
24 H -1.5761 -0.3607 -3.6970
25 H -3.0452 0.4457 -3.2082
26 H -0.5019 -1.8465 -2.1486
27 H 0.5231 0.0153 -3.0024
28 O -0.2322 -1.6793 3.0347
29 H -1.1343 1.9356 -3.5139
30 H 2.0426 -0.7795 0.9189
31 H -3.9559 0.0348 -0.9526
32 H 0.8620 1.5533 -2.0594
33 H -3.0313 -0.8520 0.1991
34 C -0.8827 -1.3216 -1.3162
35 H -1.7186 -0.3695 1.8642
36 C 1.7773 -0.6742 2.0174
37 C -2.0090 0.1418 -2.8632
38 H 4.6922 -1.4072 2.0409
39 H 2.3435 -1.6556 3.7428
40 H -2.9870 2.3154 -1.7309

# 4
Below is a structure of composition C24H36Br3IN4O4P, with properties calculated with ωB97M-V with the def2-TZVPD basis set.

Calculated values
Charge: +1
LUMO in eV: -5.002

Atoms and positions in Å:
1 C 2.3517 0.2308 -1.2887
2 H -3.0995 1.9344 3.3213
3 H 0.3567 5.3039 3.6489
4 H 2.5981 7.6032 5.7387
5 Br 2.6910 -2.5206 0.7044
6 H -0.2224 -5.9911 -2.9625
7 C -0.9478 3.8052 0.5393
8 Br 3.6888 -0.0808 -3.9738
9 C -2.7902 -2.0025 0.3467
10 H 2.2256 2.3597 -0.8634
11 C 1.7620 6.9563 3.8486
12 N -2.1756 -2.7566 1.4007
13 C -1.0791 -2.0232 2.0679
14 C 1.0848 6.1760 6.0954
15 H -1.3276 -4.3537 -3.8050
16 H 4.6952 -4.6497 -1.6359
17 H -0.9165 -2.5096 3.0663
18 O -3.2727 -0.9185 0.6249
19 O 4.2975 -3.7613 -1.7369
20 H 1.2802 -5.9717 -1.9969
21 C -1.7971 -4.1284 1.0036
22 H 2.2993 2.0642 -2.6286
23 H 2.6010 7.3612 3.2771
24 H -0.1456 -1.9130 1.4588
25 N 0.2062 5.7829 6.7224
26 I -1.5666 0.5700 -6.1409
27 H 3.0261 5.9468 5.2960
28 C -2.9448 -2.4694 -1.1400
29 C -0.5235 -2.3154 -4.1271
30 C 1.5139 -3.1991 -2.2866
31 H -2.0737 -2.0803 -1.7423
32 C 1.6137 -1.8158 -2.7984
33 C 1.2395 5.7069 3.1474
34 H 0.9771 7.7175 3.8495
35 C -0.5023 -4.2353 0.0881
36 H -2.7401 1.2295 1.7394
37 C -0.5057 -3.6394 -3.5502
38 C -2.5759 2.1016 2.3785
39 H -1.5946 -4.7191 1.9416
40 H 3.8223 1.9229 -1.5604
41 O 0.3748 0.0726 -5.7701
42 O 0.4499 1.0640 -3.7500
43 C 0.5512 -1.3855 -3.7397
44 H 0.9514 5.9386 2.1223
45 H -2.8179 4.5544 -0.0883
46 C -0.6565 -5.4607 -0.8879
47 H -0.5030 -6.3955 -0.2771
48 H -0.3763 -3.2435 -0.4218
49 H 2.0039 4.9262 3.1164
50 H 2.9366 0.0039 -0.3566
51 H 3.5512 -1.4984 -1.9053
52 C -2.4140 3.6436 0.3576
53 C 2.7195 1.7221 -1.6551
54 Br 0.4442 0.1085 -0.7297
55 C 2.7652 -0.8511 -2.3851
56 N 0.1860 3.9272 0.6828
57 H -1.3483 -2.0174 -4.8194
58 P 2.7739 -3.9240 -1.0457
59 H -1.6985 -5.5621 -1.3099
60 H -2.5981 2.8176 -0.3333
61 H -2.6763 -4.6012 0.5023
62 C 0.3174 -5.4337 -2.1453
63 H -1.5089 2.1659 2.6067
64 H -4.1627 3.2921 1.5600
65 H -3.0713 -3.5770 -1.2537
66 C 0.4657 0.0415 -4.3553
67 H -2.9150 4.2206 2.3796
68 H -3.8465 -1.9419 -1.5562
69 N 0.4807 -4.0462 -2.6734
70 H 0.3792 -4.3621 0.7708
71 H -1.4252 -0.9765 2.3000
72 C -3.0834 3.3741 1.7085
73 C 2.2216 6.6852 5.2839

The records above yield HOMO-LUMO gap values of 8.162 9.957 9.024 6.818 eV, respectively.
The records above yield HOMO values of -0.4070 -0.3315 -0.3071 -0.4344 Eh, respectively.